Record 1
{"formula": "C3H3ClFO2", "method": "ωB97M-V with the def2-TZVPD basis set", "orbital_gap_ev": [8.4, 7.3], "total_energy_ha": -826.59680, "homo_energy_ev": [-4.82, -3.96], "relative_energy_ev": 3.060, "spin_multiplicity": 1, "charge": -1, "elements": ["C", "C", "C", "O", "O", "F", "Cl", "H", "H", "H"], "coordinates": [[-3.26185, -1.07787, 0.26840], [0.31725, 0.07535, 0.03174], [-2.67332, 0.22639, -0.39437], [-3.73059, -0.87522, 1.38182], [-3.18106, -2.06207, -0.45486], [-2.70496, 0.26545, -1.74802], [-3.19612, 1.73880, 0.23610], [0.26556, 1.07431, 0.41005], [0.34649, -0.09243, -1.02136], [0.11040, -0.73827, 0.69207]], "forces_ev_per_a": [[0.31, 0.93, -0.43], [-0.45, 0.08, 0.07], [-0.06, -0.52, -0.41], [-0.28, -0.07, 0.98], [0.14, -0.89, -0.53], [0.21, -0.02, 0.29], [0.04, 0.56, 0.14], [0.04, 0.33, 0.09], [0.07, -0.08, -0.41], [-0.02, -0.32, 0.21]]}

---

Record 2
{"formula": "C3H3ClN2O", "method": "ωB97M-V with the def2-TZVPD basis set", "orbital_gap_ev": 9.8, "smiles": "Oc1cc(Cl)[nH]n1", "total_energy_ha": -761.03946, "homo_energy_ev": -8.94, "relative_energy_ev": 0.601, "spin_multiplicity": 1, "charge": 0, "elements": ["O", "C", "C", "C", "Cl", "N", "N", "H", "H", "H"], "coordinates": [[2.17150, -0.63585, -0.10547], [0.93841, -0.13606, 0.01993], [-0.21552, -0.99647, 0.07865], [-1.25891, -0.12794, 0.03052], [-2.92984, -0.26205, -0.04464], [-0.72093, 1.08466, -0.02006], [0.60362, 1.14238, 0.04283], [2.88895, 0.07651, -0.04701], [-0.18250, -2.09594, 0.11924], [-1.29478, 1.95076, -0.07400]], "forces_ev_per_a": [[2.05, 1.31, 0.39], [-1.20, -0.51, 0.23], [1.33, -1.25, -0.13], [0.77, -0.07, -0.12], [-0.79, -0.37, 0.04], [-2.31, 3.13, 0.25], [1.13, -0.83, -0.64], [-1.76, -1.24, -0.11], [-0.21, 0.90, -0.08], [1.00, -1.07, 0.18]]}

---

Record 3
{"formula": "C3H3ClN2S", "method": "ωB97M-V with the def2-TZVPD basis set", "orbital_gap_ev": 8.8, "smiles": "Nc1cc(Cl)sn1", "total_energy_ha": -1083.94201, "homo_energy_ev": -8.73, "relative_energy_ev": 1.756, "spin_multiplicity": 1, "charge": 0, "elements": ["N", "C", "C", "C", "Cl", "S", "N", "H", "H", "H"], "coordinates": [[-0.47637, 0.55485, 0.00013], [0.93134, 0.60901, -0.12032], [1.63380, -0.52518, -0.22581], [3.21461, -0.04909, -0.07672], [4.37990, -1.20591, 0.13927], [3.16030, 1.62980, -0.02830], [1.45703, 1.79889, -0.07681], [-0.76443, -0.39460, 0.03234], [-1.06785, 1.29228, -0.14812], [1.15847, -1.50929, -0.15920]], "forces_ev_per_a": [[3.22, -2.42, 0.40], [-3.89, 1.73, 0.11], [6.46, -0.18, 0.86], [-7.22, -1.58, -0.59], [1.23, -0.23, -0.01], [-1.46, -0.28, -0.09], [3.13, 1.04, 0.06], [-1.06, -0.12, -0.11], [-1.36, 1.85, -0.46], [0.96, 0.19, -0.16]]}

---

Record 4
{"formula": "C3H3ClN4", "method": "ωB97M-V with the def2-TZVPD basis set", "orbital_gap_ev": [5.4, 9.5], "total_energy_ha": -795.09746, "homo_energy_ev": [-5.92, -11.19], "spin_multiplicity": 3, "charge": 0, "elements": ["C", "C", "C", "N", "N", "N", "N", "Cl", "H", "H", "H"], "coordinates": [[2.02555, 1.55136, 0.09496], [-1.88319, -0.02042, -0.69354], [2.42486, -0.53588, -0.74751], [2.14088, 2.48529, 0.79544], [-1.32559, -0.91247, -0.11187], [-0.95117, -1.66515, 0.60688], [1.88912, 0.58741, -0.84719], [3.63834, -1.03932, 0.45610], [-1.85916, 0.90165, -0.15784], [-2.13004, -0.14337, -1.75512], [2.09822, -1.23138, -1.52385]], "forces_ev_per_a": [[0.76, 1.91, 0.88], [-2.05, 4.94, -3.29], [0.66, -0.80, 0.04], [-0.41, -2.08, -1.39], [-1.13, 0.23, -4.57], [4.40, -7.40, 7.94], [-0.63, 1.05, 1.05], [-1.18, 0.33, -1.03], [-0.85, 1.72, -0.14], [-0.32, 0.55, 0.04], [0.74, -0.45, 0.47]]}

---

Record 5
{"formula": "C3H3ClO", "method": "ωB97M-V with the def2-TZVPD basis set", "orbital_gap_ev": [7.8, 9.0], "total_energy_ha": -651.29751, "homo_energy_ev": [-6.87, -10.99], "relative_energy_ev": 1.250, "spin_multiplicity": 3, "charge": 0, "elements": ["C", "C", "C", "O", "Cl", "H", "H", "H"], "coordinates": [[-0.31571, 0.67002, -0.22301], [0.87499, 1.57785, -0.56160], [-0.19967, -0.85069, 0.09952], [0.49294, 1.61478, 0.62847], [1.45546, -1.46307, 0.05863], [-1.16726, 1.09296, -0.59131], [-0.75174, -1.58417, -0.51803], [-0.38902, -1.05767, 1.10733]], "forces_ev_per_a": [[3.66, -1.53, -0.33], [0.36, -1.38, -3.71], [0.54, 0.77, -1.15], [-1.55, 0.06, 4.35], [0.94, 0.02, -0.39], [-2.59, 0.72, -0.35], [-0.19, 1.16, 0.06], [-1.17, 0.17, 1.53]]}

---

Record 6
{"formula": "C3H3ClO", "method": "ωB97M-V with the def2-TZVPD basis set", "orbital_gap_ev": [7.5, 8.6], "total_energy_ha": -651.30550, "homo_energy_ev": [-6.87, -9.33], "relative_energy_ev": 1.033, "spin_multiplicity": 3, "charge": 0, "elements": ["C", "C", "C", "O", "Cl", "H", "H", "H"], "coordinates": [[-0.43774, 0.36311, 0.09396], [1.80748, -0.60150, -0.05234], [-1.66708, 0.74994, 0.01607], [0.57363, -0.26641, -0.37161], [-3.00667, -0.37693, 0.19323], [2.40120, -0.88774, -0.85808], [2.21153, -0.81360, 0.92358], [-1.88234, 1.83314, 0.05518]], "forces_ev_per_a": [[0.77, 2.34, 0.23], [1.94, 0.18, 1.95], [0.28, 0.31, 0.79], [-1.79, -1.83, -1.91], [-0.59, -0.10, -0.32], [0.53, -0.29, -1.40], [-0.76, 0.24, 0.48], [-0.38, -0.85, 0.17]]}

---

no.,maximum force (eV Å⁻¹)
1,1.1
2,3.9
3,7.4
4,11.7
5,4.6
6,3.2